The following is a DFT calculation (wB97M-V/def2-TZVPD) of 2 unconnected molecules or ions with the total composition C6H6O2PS2.

XYZ file:
```
17
Properties=species:S:1:pos:R:3:nbo_charge:R:1
C 3.00 0.28 0.27 -0.264
C 2.17 0.71 -0.78 -0.183
C 2.41 -0.45 1.25 -0.192
C 0.84 0.39 -0.88 -0.344
C 1.02 -0.59 1.34 -0.328
C 0.33 -0.28 0.19 0.149
O -3.40 -2.29 -0.15 -1.124
O -3.02 -0.37 -1.74 -1.010
P -2.89 -0.93 -0.16 1.491
S -3.74 2.30 0.37 -0.493
S -4.29 0.48 0.91 -0.208
H 4.00 0.38 0.15 0.199
H 2.58 1.43 -1.44 0.192
H 3.11 -0.92 1.99 0.195
H 0.39 0.34 -1.83 0.228
H 0.67 -0.99 2.20 0.214
H -3.19 0.50 -1.69 0.478
```

ΔE to the lowest compared entry with this formula, charge and spin	4.3624	eV
LUMO energy (alpha / beta)	2.25 / 2.71	eV
total charge	-1